1.
DFT (ωB97M-V/def2-TZVPD) results for C4H9NO in the gas phase at a distorted geometry.

Results
Net charge: 0
SMILES string: CC/C(C)=N/O
Energy: -287.57530 Eh
HOMO: -0.3310 hartree

Each line ends with the Löwdin charge.
Cartesian coordinates (Å):
H: -3.496 -1.004 0.010  0.13
C: -0.669 1.222 0.027  -0.06
H: -1.345 1.935 -0.679  0.16
H: 2.278 0.380 0.522  -0.01
H: 0.641 -1.964 -0.182  0.08
N: -1.589 -1.037 -0.066  0.02
C: 1.976 -0.125 -0.255  -0.08
H: 0.093 1.710 0.257  -0.03
O: -2.787 -0.287 -0.196  -0.13
H: 1.895 0.646 -1.040  0.09
H: 3.076 -0.659 -0.255  0.14
H: -1.291 1.621 0.892  0.12
H: 0.965 -1.211 0.879  -0.03
C: 0.797 -1.023 0.061  -0.13
C: -0.544 -0.203 0.027  -0.26



2.
DFT (ωB97M-V/def2-TZVPD) results for C4H9NO in the gas phase.

Results
Net charge: 0
SMILES string: C/N=C(/C)OC
Energy: -287.77151 Eh
HOMO: -0.3546 hartree

Each line ends with the Löwdin charge.
Cartesian coordinates (Å):
H: -2.056 -1.475 0.173  0.09
H: 1.736 -0.984 0.052  0.10
H: 0.724 -2.331 -0.566  0.09
C: -1.435 -0.951 0.909  -0.01
O: 0.006 -0.399 -0.954  -0.13
H: 1.140 2.609 0.557  0.07
H: 0.899 1.763 -1.000  0.07
C: 0.391 2.191 -0.126  -0.12
H: -0.235 3.026 -0.466  0.08
H: -0.785 -1.684 1.404  0.08
H: 1.651 -1.298 -1.691  0.09
H: -2.081 -0.486 1.657  0.08
N: -0.447 1.258 0.611  0.05
C: 1.076 -1.309 -0.764  -0.08
C: -0.583 0.070 0.203  -0.46



3.
DFT (ωB97M-V/def2-TZVPD) results for C4H9NO in the gas phase at a distorted geometry.

Results
Net charge: 0
SMILES string: CC(=O)N(C)C
Energy: -287.80224 Eh
HOMO: -0.3384 hartree

Each line ends with the Löwdin charge.
Cartesian coordinates (Å):
H: 0.304 -2.420 -0.896  0.08
O: 2.007 0.713 0.028  0.04
N: 0.056 -0.370 -0.256  -0.15
H: -1.043 1.764 0.449  0.06
H: 0.189 2.148 1.659  0.09
H: -1.380 -0.819 1.274  0.09
H: -2.038 0.065 -0.086  0.08
C: -1.285 -0.676 0.196  -0.07
H: 1.141 -1.125 -1.827  0.09
H: 1.727 -1.615 -0.270  0.08
C: 0.817 -1.470 -0.853  -0.04
C: 0.023 1.920 0.612  0.01
H: 0.308 2.798 0.037  0.09
H: -1.621 -1.624 -0.214  0.08
C: 0.794 0.711 0.146  -0.52



4.
DFT (ωB97M-V/def2-TZVPD) results for 2 unconnected molecules or ions with the total composition C4H9NO at a distorted geometry.

Results
Net charge: 0
SMILES string: C=N/C=C/C.O
Energy: -287.73313 Eh
HOMO: -0.3305 hartree

Each line ends with the Löwdin charge.
Cartesian coordinates (Å):
C: -1.134 1.856 0.909  -0.04
C: -0.547 -0.671 -1.104  -0.13
H: 0.866 -0.425 2.015  -0.02
N: -0.365 0.886 0.671  -0.04
H: 1.145 -1.043 -2.271  0.06
O: 1.507 -1.050 2.383  -0.09
H: -1.339 -1.279 -0.689  0.10
H: -1.686 2.516 0.228  0.08
C: -0.052 0.497 -0.679  -0.17
H: -0.184 -0.703 -3.298  0.07
H: 0.657 1.126 -1.201  0.12
H: 0.093 -2.299 -2.514  0.07
H: -1.369 2.065 1.946  0.06
H: 2.300 -0.510 2.167  0.04
C: 0.069 -1.216 -2.380  -0.12



5.
DFT (ωB97M-V/def2-TZVPD) results for C4H9NO in the gas phase at a distorted geometry.

Results
Net charge: 0
SMILES string: CCCNC=O
Energy: -287.79902 Eh
HOMO: -0.3559 hartree

Each line ends with the Löwdin charge.
Cartesian coordinates (Å):
O: -1.379 -1.795 -0.976  0.00
H: 0.350 -0.374 -1.313  0.11
N: -1.424 0.410 -0.580  0.02
H: 1.733 -0.459 2.047  0.05
C: 0.006 0.511 -0.779  -0.21
H: 2.621 -0.499 0.510  0.07
H: -1.848 1.230 -0.241  0.12
C: 1.640 -0.469 0.980  -0.10
H: 1.363 1.648 0.547  0.10
C: -2.025 -0.799 -0.718  -0.35
H: 0.024 0.746 1.353  0.10
H: 1.049 -1.349 0.715  0.07
H: 0.237 1.317 -1.470  0.11
C: 0.752 0.745 0.542  -0.22
H: -3.100 -0.862 -0.617  0.12



6.
DFT (ωB97M-V/def2-TZVPD) results for C4H9NO in the gas phase at a distorted geometry.

Results
Net charge: 0
SMILES string: CC/N=C/OC
Energy: -287.75165 Eh
HOMO: -0.3498 hartree

Each line ends with the Löwdin charge.
Cartesian coordinates (Å):
C: -2.364 0.251 -0.387  -0.05
H: -2.181 1.096 0.301  0.09
H: 1.470 1.807 0.314  0.07
H: -3.400 0.025 -0.545  0.07
H: 1.795 -1.223 -0.175  0.10
H: 3.005 0.913 0.377  0.07
C: 1.344 -0.247 -0.391  -0.31
O: -2.016 -1.045 0.334  -0.10
H: -1.901 0.577 -1.369  0.10
N: -0.065 -0.287 -0.267  -0.01
C: 1.923 0.829 0.520  -0.10
H: 1.730 0.589 1.572  0.07
C: -0.680 -1.200 0.331  -0.25
H: 1.567 -0.003 -1.437  0.11
H: -0.228 -2.081 0.822  0.15



Quick rundown of orbital gap, same order as above: 10.0; 10.6; 10.1; 9.8; 10.7; 10.6 eV
Quick rundown of relative energy (zero: lowest compared OMol25 entry of this formula, charge and spin), same order as above: 675.2; 160.0; 79.3; 260.8; 87.8; 212.1 kJ/mol